1.
Computed, not measured: a cluster of 2 separate species, C2H3O3 in total in a non-equilibrium geometry, with ωB97M-V/def2-TZVPD.

```
! RIJCOSX wB97M-V def2-TZVPD def2/J DEFGRID3
* xyz 0 4
O 0.19698 -0.99880 -1.03401
O 1.35111 -1.18138 -0.65399
C -0.80413 0.49460 -0.18167
C 0.29721 0.20465 0.59581
O 1.37713 0.81233 0.73190
H -1.62769 -0.19718 -0.17531
H -0.88661 1.54395 -0.47290
H 0.09599 -0.67817 1.19018
*
```

Values from the calculation:
* F_max: 0.123 Eh/bohr
* LUMO energy (spin up / spin down): 1.01 / -2.56 eV
* expectation value of S²: 3.767
* E: -8256.5490 eV
* energy above the lowest of the compared OMol25 structures with the same formula, charge and spin: 1.632 eV

***

2.
Computed, not measured: a structure of composition C20H51AlBaN4O10 in a non-equilibrium geometry, with ωB97M-V/def2-TZVPD.

```
! RIJCOSX wB97M-V def2-TZVPD def2/J DEFGRID3
* xyz 5 2
Ba 2.39974 0.08701 1.06373
Al 2.88055 3.75613 -4.41121
N 0.23031 1.79888 -2.00963
O 0.63113 2.43523 -2.97660
O 1.17556 1.39737 -1.32518
O -0.88210 1.61414 -1.69600
C 1.76449 -0.82794 -4.34144
C 1.47480 -0.32496 -5.68229
O 1.99944 0.99250 -5.67579
H 1.44008 -1.86468 -4.25182
H 1.17822 -0.40576 -3.52526
H 2.80407 -0.74588 -4.02422
H 0.38503 -0.34696 -5.67803
H 1.83767 -0.85037 -6.56567
H 1.51976 1.50677 -6.32926
C 3.33338 -2.36198 -1.50065
O 2.26818 -1.82269 -0.67985
C 1.18718 -2.82731 -0.57443
C -0.10452 -2.06259 -0.25824
N 0.05643 -1.34461 0.99340
C -1.23305 -0.60112 1.19048
C -1.14948 0.39889 2.30695
O 0.15569 1.03541 2.47990
C 0.08347 2.01510 3.58155
H 3.15659 -2.13865 -2.55278
H 3.38321 -3.44933 -1.44330
H 4.30159 -1.88356 -1.35307
H 1.36324 -3.51052 0.25643
H 0.90654 -3.44262 -1.42925
H -0.93539 -2.76803 -0.26876
H -0.27304 -1.36354 -1.07740
H -0.02165 -2.02506 1.73570
H -1.99373 -1.37073 1.32147
H -1.51401 -0.16757 0.23069
H -1.34318 -0.08713 3.26318
H -1.94444 1.13658 2.19769
H -0.68443 1.71048 4.29262
H -0.27534 2.99764 3.27500
H 1.05789 2.24521 4.01245
C 1.82845 3.72890 1.30736
O 2.70664 2.70164 1.69018
C 3.64746 3.04744 2.72757
C 4.86494 2.02996 2.77300
N 4.40877 0.60167 2.86988
C 5.51868 -0.38089 2.48428
C 5.14458 -1.80217 2.71810
O 4.04118 -2.24235 1.97109
C 3.82131 -3.64970 2.08372
H 2.31818 4.26398 0.49377
H 1.61256 4.44579 2.09955
H 1.00177 3.31883 0.72722
H 3.17358 3.08864 3.70831
H 4.01630 4.02649 2.42175
H 5.43595 2.27477 3.66861
H 5.42752 2.31654 1.88447
H 4.33206 0.41485 3.85948
H 6.45876 -0.18361 2.99948
H 5.79938 -0.24104 1.44037
H 4.79662 -1.88571 3.74768
H 6.01249 -2.41372 2.47143
H 4.71146 -4.27072 2.18401
H 3.35691 -3.94436 1.14266
H 3.23344 -3.83936 2.98179
C -5.14951 2.17172 -2.66809
O -4.97598 0.76505 -2.42391
C -3.59418 0.32693 -2.18490
C -3.69008 -1.09792 -1.67574
N -4.38247 -1.21156 -0.33078
C -5.80800 -1.34466 -0.41899
C -6.42645 -1.27943 0.99801
O -6.36822 -0.00779 1.66274
C -7.14399 0.95906 1.10464
H -5.01137 2.52493 -3.68997
H -4.53793 2.75359 -1.97850
H -6.18054 2.45280 -2.45352
H -3.24583 1.00720 -1.40773
H -2.96809 0.51772 -3.05650
H -2.67606 -1.47128 -1.81875
H -4.25999 -1.69252 -2.38973
H -4.06817 -0.49300 0.30560
H -5.99243 -2.25669 -0.98669
H -6.20153 -0.51029 -0.99958
H -6.00711 -2.03919 1.65756
H -7.43878 -1.68254 0.96987
H -7.10476 1.03820 0.01822
H -6.84188 1.87041 1.62065
H -8.21549 0.75962 1.11918
*
```

Values from the calculation:
* F_max: 0.078 Eh/bohr
* LUMO energy (spin up / spin down): -17.19 / -18.16 eV
* expectation value of S²: 1.766
* E: -55227.7752 eV

***

3.
Computed, not measured: a structure of composition C4H7BBr12ClIOP in a non-equilibrium geometry, with ωB97M-V/def2-TZVPD.

```
! RIJCOSX wB97M-V def2-TZVPD def2/J DEFGRID3
* xyz -1 1
O 1.76771 -2.23355 -1.48609
P 1.20545 -2.59843 -2.76829
B -0.66441 -3.11530 -2.86022
Cl -0.96980 -4.62438 -1.82690
I -1.77156 -1.31482 -2.19779
H 1.96298 -3.60267 -3.36681
H 1.39369 -1.50067 -3.60313
H -0.96472 -3.36984 -4.01716
C -2.61670 0.32708 2.24491
Br -3.36352 -1.39712 1.92954
Br -2.82706 1.46348 0.71577
Br -3.34949 1.14748 3.82040
H -1.57219 0.20187 2.40760
C 1.14350 -1.86885 3.64409
Br 0.54940 -1.64266 1.85224
Br 1.05472 -0.21136 4.61549
Br 0.17024 -3.25173 4.55271
H 2.16278 -2.16501 3.61432
C 2.20319 0.81130 -1.12556
Br 3.45077 0.33010 0.24569
Br 0.42003 1.10269 -0.47237
Br 2.87756 2.32486 -2.10324
H 2.14649 -0.01123 -1.80484
C -0.86870 4.90851 -0.38342
Br -2.42541 5.22232 -1.45477
Br 0.69897 5.53841 -1.27293
Br -1.05039 5.67368 1.36313
H -0.76352 3.85582 -0.26238
*
```

Values from the calculation:
* F_max: 0.078 Eh/bohr
* LUMO energy: 1.86 eV
* E: -877410.6913 eV

***

4.
Computed, not measured: a cluster of 2 separate species, C8H12N4S in total in a non-equilibrium geometry, with ωB97M-V/def2-TZVPD.

```
! RIJCOSX wB97M-V def2-TZVPD def2/J DEFGRID3
* xyz 0 1
C -2.53467 -2.79424 0.01494
C -2.48566 -1.30507 0.09780
N -3.05434 -0.45497 -0.82671
N -2.71685 0.77068 -0.46278
N -1.94297 0.67583 0.52415
S -1.23141 1.90016 1.40828
N -1.72472 -0.57997 0.97397
H -1.93070 -3.23333 0.75673
H -3.48205 -3.07956 0.50979
H -2.54803 -3.19314 -0.95444
H -1.56917 2.64948 0.26546
C 1.25230 1.28597 -1.39349
C 2.43197 1.63678 -0.87382
C 3.04602 0.84842 0.22259
C 1.90989 0.32602 1.03208
C 0.86986 -0.47759 0.23413
C 0.48907 0.14465 -0.91531
H 0.77669 1.75472 -2.29076
H 2.73594 2.59285 -1.23828
H 3.63133 0.16294 -0.29617
H 3.82753 1.39634 0.87536
H 2.41668 -0.30349 1.82192
H 1.39633 1.06068 1.55022
H 0.56402 -1.42399 0.66199
H -0.12705 -0.36017 -1.69766
*
```

Values from the calculation:
* F_max: 0.084 Eh/bohr
* SMILES string: Cc1nnn(S)n1.C1=CCCC=C1
* LUMO energy: 0.47 eV
* E: -25281.8579 eV
* energy above the lowest of the compared OMol25 structures with the same formula, charge and spin: 3.670 eV

***

5.
Computed, not measured: a cluster of 2 separate species, C9H17NO2S2 in total in a non-equilibrium geometry, with ωB97M-V/def2-TZVPD.

```
! RIJCOSX wB97M-V def2-TZVPD def2/J DEFGRID3
* xyz 0 1
C -0.00588 -4.18509 -0.31974
C 0.80233 -3.20716 0.01928
S 1.40491 -2.00308 -1.14327
C 2.76926 -1.20808 -0.30915
S 2.29382 -0.02659 0.92412
N 1.31882 1.10623 0.25106
C 1.89527 2.46044 -0.13753
C -0.07397 0.84981 0.04318
C -1.19140 1.80685 0.78156
C -2.67929 1.56374 0.17522
C -3.49519 0.58878 1.18813
H -0.18255 -4.81983 0.54107
H -0.59710 -4.17395 -1.25161
H 1.11162 -3.08044 1.02049
H 3.45160 -1.91566 0.15259
H 3.25206 -0.72626 -1.18110
H 2.94032 2.40973 -0.40202
H 1.41623 2.64114 -1.07545
H 1.83293 3.39340 0.46674
H -0.25244 0.87646 -1.08012
H -0.18177 -0.19495 0.30189
H -0.94763 2.83423 0.63136
H -1.13643 1.70447 1.87833
H -2.66017 1.03202 -0.76825
H -3.17996 2.51766 -0.00895
H -3.70423 -0.41911 0.82705
H -2.86909 0.56709 2.11540
H -4.43634 0.99896 1.52237
O 4.99507 0.70478 0.76855
C 5.24859 -0.05351 -0.04947
O 5.70933 -0.68060 -0.86969
*
```

Values from the calculation:
* F_max: 0.075 Eh/bohr
* SMILES string: C=CSCSN(C)CCCC.O=C=O
* LUMO energy: 0.55 eV
* E: -36861.7413 eV
* energy above the lowest of the compared OMol25 structures with the same formula, charge and spin: 1.736 eV

***

6.
Computed, not measured: an isolated molecule of C4H7NO in a non-equilibrium geometry, with ωB97M-V/def2-TZVPD.

```
! RIJCOSX wB97M-V def2-TZVPD def2/J DEFGRID3
* xyz 0 1
O -2.40074 0.89106 0.22602
N -1.83665 -0.38913 0.11508
C -0.58563 -0.25927 -0.01979
C 0.29521 0.91934 -0.24889
C 1.51534 0.02725 0.09322
C 0.58637 -1.22259 -0.00014
H -3.33405 0.70210 0.37252
H 0.11953 0.90772 -1.35359
H 0.13162 1.89098 0.24291
H 2.35393 0.09627 -0.60354
H 1.90629 0.15022 1.11103
H 0.74643 -1.84449 -0.88605
H 0.57090 -1.86647 0.87949
*
```

Values from the calculation:
* F_max: 0.027 Eh/bohr
* SMILES string: ON=C1CCC1
* LUMO energy: 1.07 eV
* E: -7796.3969 eV
* energy above the lowest of the compared OMol25 structures with the same formula, charge and spin: 3.247 eV

***

- Look up the E of the fifth one.
  -36861.7413 eV

***

- F_max of number 2 (C20H51AlBaN4O10)?
  0.078 Eh/bohr

***

- E of number 1 (C2H3O3)?
  -8256.5490 eV

***

- Among the records above, which one has the highest F_max?
  C2H3O3